{
  "formula": "C51H82GeN8O3P3STi",
  "method": "wB97M-V/def2-TZVPD",
  "molar_mass_g_mol": 1100.74,
  "e_above_lowest_ev": 0.0000,
  "s2": 0.77,
  "charge": 2,
  "spin_multiplicity": 2,
  "e_homo_ev": [-10.78, -10.76],
  "symbols": ["Ti", "C", "C", "C", "P", "C", "N", "Ge", "N", "C", "P", "C", "C", "C", "C", "C", "C", "C", "C", "C", "C", "C", "C", "N", "C", "C", "C", "C", "C", "C", "C", "C", "C", "C", "C", "C", "N", "C", "P", "C", "C", "C", "C", "C", "C", "C", "C", "C", "H", "H", "H", "H", "H", "H", "H", "H", "H", "H", "H", "H", "H", "H", "H", "H", "H", "H", "H", "H", "H", "H", "H", "H", "H", "H", "H", "H", "H", "H", "H", "H", "H", "H", "H", "H", "H", "H", "H", "H", "H", "H", "H", "H", "H", "H", "H", "H", "H", "H", "H", "H", "H", "H", "H", "H", "H", "H", "H", "H", "C", "N", "C", "C", "O", "C", "O", "C", "C", "O", "N", "C", "C", "H", "H", "H", "H", "H", "H", "H", "H", "H", "H", "H", "H", "H", "H", "H", "H", "C", "N", "C", "C", "N", "C", "S", "H", "H", "H", "H", "H", "H"],
  "coordinates": [[-0.207, 0.044, 0.216], [1.933, 3.413, -0.576], [1.687, 2.668, -1.889], [1.755, 3.630, -3.071], [0.133, 1.635, -1.775], [-1.151, 2.932, -1.580], [-2.433, 2.401, -1.211], [-2.728, 0.700, -0.121], [-3.998, -1.057, -0.429], [-3.591, -2.435, -0.294], [-2.284, -2.770, 0.963], [-3.299, -2.921, 2.532], [-3.599, -1.514, 3.045], [-4.586, -3.739, 2.489], [-1.974, -4.621, 0.691], [-0.523, -4.862, 0.261], [-2.917, -5.359, -0.257], [-4.919, -0.840, -1.414], [-5.476, -1.820, -2.254], [-6.373, -1.468, -3.249], [-6.714, -0.142, -3.461], [-6.193, 0.839, -2.627], [-5.344, 0.486, -1.596], [-4.806, 1.381, -0.607], [-4.757, 2.770, -1.022], [-5.878, 3.578, -1.082], [-5.785, 4.873, -1.569], [-4.546, 5.356, -1.959], [-3.410, 4.575, -1.833], [-3.495, 3.255, -1.366], [-5.480, 1.268, 0.683], [-6.839, 1.073, 0.824], [-7.412, 1.103, 2.089], [-6.608, 1.310, 3.200], [-5.236, 1.461, 3.066], [-4.649, 1.440, 1.799], [-3.302, 1.560, 1.529], [-2.408, 1.842, 2.627], [-0.680, 2.119, 2.014], [-0.681, 4.003, 1.941], [-1.978, 4.521, 1.302], [-0.464, 4.743, 3.260], [0.324, 1.638, 3.521], [-0.105, 2.133, 4.904], [1.804, 1.917, 3.251], [-0.218, 1.240, -3.571], [-1.579, 0.541, -3.705], [0.901, 0.451, -4.251], [2.977, 3.723, -0.516], [1.724, 2.773, 0.283], [1.321, 4.314, -0.518], [2.488, 1.925, -1.987], [0.952, 4.368, -3.040], [1.716, 3.116, -4.031], [2.701, 4.174, -3.031], [-1.222, 3.451, -2.542], [-0.782, 3.657, -0.838], [-3.240, -2.842, -1.256], [-4.458, -3.032, 0.006], [-2.604, -3.411, 3.229], [-4.364, -1.046, 2.423], [-2.696, -0.904, 2.993], [-3.967, -1.535, 4.074], [-5.339, -3.249, 1.871], [-4.989, -3.798, 3.502], [-4.436, -4.757, 2.131], [-2.087, -5.051, 1.691], [-0.323, -4.410, -0.710], [-0.322, -5.932, 0.177], [0.173, -4.442, 0.994], [-2.788, -5.033, -1.291], [-3.963, -5.233, 0.015], [-2.690, -6.426, -0.219], [-5.225, -2.863, -2.116], [-6.801, -2.240, -3.874], [-7.397, 0.127, -4.255], [-6.463, 1.873, -2.780], [-6.830, 3.195, -0.742], [-6.669, 5.489, -1.643], [-4.464, 6.362, -2.349], [-2.451, 5.003, -2.092], [-7.451, 0.904, -0.053], [-8.479, 0.975, 2.203], [-7.058, 1.338, 4.184], [-4.624, 1.594, 3.949], [-2.397, 1.043, 3.381], [-2.738, 2.759, 3.127], [0.158, 4.249, 1.288], [-2.731, 4.724, 2.064], [-2.420, 3.822, 0.600], [-1.789, 5.460, 0.781], [-1.187, 4.454, 4.022], [-0.607, 5.807, 3.062], [0.543, 4.621, 3.656], [0.183, 0.560, 3.525], [0.255, 3.136, 5.116], [0.319, 1.467, 5.658], [-1.188, 2.119, 5.028], [1.988, 2.993, 3.189], [2.133, 1.455, 2.317], [2.419, 1.519, 4.061], [-0.281, 2.217, -4.052], [-1.709, -0.226, -2.938], [-1.671, 0.069, -4.685], [-2.400, 1.248, -3.602], [0.868, -0.597, -3.970], [1.888, 0.846, -4.000], [0.788, 0.509, -5.334], [0.295, -2.107, 4.386], [1.276, -2.206, 3.308], [2.416, -3.091, 3.532], [1.087, -1.602, 2.154], [0.070, -0.914, 1.893], [2.136, -1.765, 1.084], [1.789, -0.873, 0.025], [1.961, -1.412, -1.285], [0.582, -1.817, -1.780], [-0.397, -1.357, -1.148], [0.454, -2.599, -2.832], [-0.863, -2.942, -3.360], [1.582, -3.147, -3.573], [0.018, -3.105, 4.722], [-0.592, -1.590, 4.032], [0.724, -1.561, 5.227], [2.322, -4.016, 2.961], [2.451, -3.347, 4.587], [3.359, -2.610, 3.272], [2.149, -2.803, 0.741], [3.134, -1.501, 1.446], [2.669, -2.240, -1.265], [2.375, -0.611, -1.903], [-1.635, -2.543, -2.709], [-0.960, -4.027, -3.425], [-0.978, -2.518, -4.358], [1.719, -4.204, -3.334], [2.502, -2.609, -3.363], [1.372, -3.063, -4.638], [6.802, 1.140, -1.200], [6.399, 2.018, -0.123], [7.130, 3.081, 0.383], [6.413, 3.629, 1.380], [5.245, 2.893, 1.475], [5.239, 1.894, 0.561], [4.033, 0.753, 0.323], [7.683, 1.551, -1.684], [5.993, 1.054, -1.923], [7.029, 0.146, -0.814], [8.097, 3.337, -0.011], [6.621, 4.471, 2.014], [4.513, 3.021, 2.151]],
  "forces_ev_per_a": [[-0.793, 0.992, 0.440], [-0.023, -0.072, -0.074], [0.020, -0.239, 0.169], [-0.041, -0.096, -0.036], [0.086, 1.413, -0.981], [-0.121, -0.084, 0.324], [0.136, -1.101, 0.152], [-1.383, 0.736, -0.097], [1.266, 1.042, 0.688], [0.167, 0.069, -0.110], [-0.632, -0.549, 0.237], [0.183, 0.310, 0.002], [0.008, -0.230, -0.024], [0.153, -0.013, -0.001], [0.224, 0.263, -0.204], [-0.115, -0.034, 0.194], [0.027, -0.033, 0.140], [-0.307, -0.017, -0.380], [0.154, -0.037, 0.188], [-0.054, 0.149, -0.110], [-0.034, -0.133, -0.079], [0.071, 0.084, 0.146], [-0.070, -0.272, -0.325], [-0.154, 0.257, 0.154], [-0.040, 0.304, -0.001], [0.032, -0.122, 0.067], [0.003, 0.020, -0.010], [-0.141, 0.040, 0.054], [0.142, -0.067, -0.041], [-0.272, 0.114, -0.227], [-0.070, -0.108, 0.345], [0.124, -0.018, -0.163], [-0.003, -0.030, 0.116], [-0.140, -0.039, -0.088], [0.162, 0.097, -0.040], [-0.319, 0.058, -0.041], [0.497, -0.489, -0.380], [-0.084, -0.310, -0.345], [-0.418, 0.445, 0.922], [0.262, -0.136, -0.331], [-0.021, -0.086, -0.076], [0.116, -0.030, -0.053], [0.064, 0.140, -0.222], [-0.102, -0.039, -0.058], [-0.149, -0.100, 0.043], [-0.017, -0.592, 0.254], [0.037, 0.113, -0.057], [0.054, 0.213, 0.114], [0.021, -0.015, -0.003], [0.067, 0.088, 0.084], [-0.044, -0.019, -0.005], [0.016, 0.032, 0.012], [-0.015, 0.000, -0.002], [0.002, 0.065, -0.023], [-0.006, 0.020, 0.008], [0.142, -0.002, 0.018], [0.041, 0.077, -0.137], [0.028, -0.106, 0.087], [-0.035, -0.050, -0.234], [0.012, 0.022, -0.023], [0.051, 0.039, 0.018], [0.003, 0.149, 0.079], [0.007, 0.029, -0.015], [-0.032, -0.029, -0.003], [-0.059, -0.041, -0.028], [-0.021, -0.002, 0.003], [-0.046, 0.028, -0.008], [0.046, 0.093, -0.140], [0.047, 0.006, -0.002], [0.073, 0.020, -0.034], [-0.007, 0.022, -0.018], [-0.023, -0.008, -0.059], [-0.038, -0.014, -0.046], [-0.013, 0.019, -0.023], [0.000, -0.011, 0.002], [0.005, 0.031, 0.007], [-0.019, 0.033, 0.005], [-0.042, -0.021, -0.039], [0.011, 0.019, 0.020], [0.052, 0.009, 0.024], [-0.034, 0.014, -0.004], [-0.007, 0.006, -0.022], [-0.001, -0.022, -0.010], [0.036, 0.015, 0.019], [0.003, 0.002, -0.001], [0.079, 0.030, 0.071], [0.072, -0.019, 0.126], [-0.051, 0.021, -0.009], [0.009, -0.031, 0.040], [0.022, 0.053, 0.054], [0.022, 0.024, 0.039], [-0.014, 0.019, -0.029], [-0.003, 0.019, 0.020], [-0.045, -0.012, 0.030], [-0.012, -0.063, 0.003], [-0.020, -0.057, 0.035], [0.008, 0.011, 0.022], [0.010, 0.030, 0.063], [0.040, -0.027, -0.028], [0.118, 0.052, -0.022], [0.015, 0.025, 0.005], [0.028, 0.030, 0.091], [-0.059, -0.037, -0.067], [0.033, 0.019, -0.020], [-0.031, -0.027, 0.061], [0.006, -0.050, -0.060], [0.036, -0.036, -0.082], [-0.008, -0.037, -0.010], [-0.230, 0.058, 0.133], [-0.213, 0.065, -0.174], [0.266, -0.114, -0.027], [0.433, -0.425, 0.317], [0.595, -0.130, 0.972], [0.138, 0.096, 0.051], [-0.094, -0.554, -0.121], [0.107, 0.102, 0.093], [0.235, -0.348, -0.365], [-0.204, -1.050, -0.971], [-0.053, 0.015, 0.245], [-0.258, -0.032, 0.015], [0.163, -0.103, -0.023], [0.018, -0.010, -0.054], [-0.001, -0.028, -0.021], [0.038, -0.014, -0.034], [-0.069, 0.025, 0.013], [-0.014, 0.034, 0.011], [-0.041, 0.055, 0.033], [-0.071, -0.015, -0.023], [-0.054, 0.051, -0.010], [0.008, 0.042, -0.001], [-0.007, -0.073, -0.054], [0.024, -0.040, -0.024], [0.054, 0.013, 0.030], [0.029, 0.006, 0.024], [-0.030, 0.030, 0.011], [-0.027, 0.008, -0.049], [0.020, 0.043, 0.011], [0.038, -0.176, -0.125], [-0.212, 0.147, 0.285], [0.120, 0.026, -0.042], [0.001, 0.080, 0.043], [0.217, -0.073, -0.153], [0.295, 0.207, 0.027], [-0.138, -0.235, -0.107], [-0.003, 0.034, 0.028], [0.015, 0.027, 0.006], [-0.001, 0.023, 0.006], [-0.017, 0.046, 0.000], [0.020, -0.016, 0.009], [-0.054, -0.021, -0.018]]
}